Entry A
Below is a 5-piece molecular cluster, H10O5 overall, with properties calculated with ωB97M-V with the def2-TZVPD basis set.

The SMILES is O.O.O.O.O. Its LUMO energy is 0.3 eV. For the HOMO-LUMO gap, the calculation gives 11.330 eV.

Structure (ORCA input):
```
! RIJCOSX wB97M-V def2-TZVPD def2/J DEFGRID3
* xyz 0 1
O 0.344 -3.427 -0.326
H 0.423 -4.351 -0.070
H 0.561 -3.411 -1.264
O 0.536 -0.064 0.026
H 0.804 -0.987 0.086
H -0.366 -0.057 0.387
O -2.251 -0.692 0.285
H -2.776 -0.064 -0.222
H -2.647 -1.551 0.113
O 0.051 2.735 2.327
H 0.285 1.940 1.835
H 0.188 3.454 1.702
O 1.354 2.438 -1.705
H 1.257 1.687 -1.103
H 2.238 2.350 -2.070
*
```

***

Entry B
Below is a 5-piece molecular cluster, H10O5 overall, with properties calculated with ωB97M-V with the def2-TZVPD basis set.

The SMILES is O.O.O.O.O. Its LUMO energy is 0.1 eV. For the HOMO-LUMO gap, the calculation gives 10.289 eV.

Structure (ORCA input):
```
! RIJCOSX wB97M-V def2-TZVPD def2/J DEFGRID3
* xyz 0 1
O 1.358 -2.240 -0.080
H 1.034 -2.690 0.692
H 0.527 -1.809 -0.329
O -0.788 1.694 -1.361
H -0.440 1.916 -2.210
H -1.506 2.265 -1.205
O -0.922 -1.239 2.327
H -0.733 -2.048 2.809
H -0.069 -0.816 2.318
O -0.835 -0.945 -0.405
H -1.122 -0.947 0.531
H -0.801 -0.049 -0.688
O 1.670 2.083 -0.560
H 1.900 2.807 -1.096
H 0.726 2.018 -0.743
*
```

***

Entry C
Below is a 5-piece molecular cluster, H10O5 overall, with properties calculated with ωB97M-V with the def2-TZVPD basis set.

The SMILES is O.O.O.O.O. Its LUMO energy is 0.6 eV. For the HOMO-LUMO gap, the calculation gives 11.313 eV.

Structure (ORCA input):
```
! RIJCOSX wB97M-V def2-TZVPD def2/J DEFGRID3
* xyz 0 1
O -2.008 -1.198 0.043
H -1.925 -0.768 -0.827
H -2.191 -2.083 -0.311
O -1.028 -3.899 -0.815
H -0.411 -4.006 -0.090
H -0.448 -3.590 -1.535
O 1.218 -0.183 -0.726
H 2.013 -0.430 -0.251
H 1.381 0.769 -0.887
O 4.234 4.475 -1.978
H 5.068 4.057 -2.113
H 4.302 5.413 -2.128
O -3.730 0.532 3.817
H -3.401 0.099 4.628
H -3.074 0.811 3.173
*
```

***

Most stable = entry A